Version 1
A structure of composition C4H4Br2. Source: the Open Molecules 2025 dataset; level of theory: ωB97M-V with the def2-TZVPD basis set.

- Lowest unoccupied orbital energy (spin up / spin down): -0.3 / -0.2 eV
- Highest occupied orbital energy (spin up / spin down): -7.74 / -7.94 eV

Positions of all 10 atoms, in Å:
C (0.710, 1.315, 0.388)
C (0.328, 0.126, 0.883)
C (-0.730, 1.580, -0.181)
C (-0.872, 0.235, 0.027)
Br (1.165, -3.306, -1.353)
Br (-1.949, -1.231, -0.445)
H (1.580, 1.940, 0.119)
H (0.706, -0.702, 1.398)
H (-1.181, 2.449, -0.507)
H (0.241, -2.406, -0.330)

Per-atom Mulliken charges, elementary charge units:
1 C -0.285
2 C -0.545
3 C -0.439
4 C 0.040
5 Br -0.202
6 Br -0.104
7 H 0.370
8 H 0.566
9 H 0.497
10 H 0.103

***

Version 2
An isolated molecule of C4H4Br2. Source: the Open Molecules 2025 dataset; level of theory: ωB97M-V with the def2-TZVPD basis set.

- Lowest unoccupied orbital energy: 0.0 eV
- Highest occupied orbital energy: -8.98 eV

Positions of all 10 atoms, in Å:
Br (3.354, -0.463, 0.147)
C (1.349, -0.469, 0.035)
C (0.727, 0.661, -0.094)
C (-0.680, 0.710, 0.012)
C (-1.470, -0.372, 0.014)
Br (-3.404, -0.484, 0.168)
H (0.908, -1.402, 0.190)
H (1.337, 1.443, -0.448)
H (-1.055, 1.692, -0.037)
H (-1.067, -1.315, 0.014)

Per-atom Mulliken charges, elementary charge units:
1 Br -0.203
2 C -0.502
3 C 0.011
4 C 0.117
5 C -0.669
6 Br -0.155
7 H 0.395
8 H 0.348
9 H 0.361
10 H 0.297

***

Stability, lowest: version 1